Record 1
The following is a quantum chemistry calculation of a single C7H8O molecule, from the Open Molecules 2025 dataset.

## Properties
Multiplicity: 1
Kohn-Sham gap: 9.57 eV
HOMO level: -8.49 eV
E_tot: -9430.55804 eV

Cartesian coordinates (Å):
C1 2.6665 0.5538 0.1109
C2 2.5640 -0.7891 0.0056
O1 1.2135 -1.1387 0.1104
C3 0.4080 -0.0684 0.0817
C4 -0.9832 -0.6958 -0.0930
C5 -1.8843 0.0362 0.8864
C6 -2.2440 0.0684 -0.6055
C7 1.1770 1.0781 0.0127
H1 3.3276 1.5042 0.0431
H2 3.2211 -1.8013 -0.4169
H3 -0.7576 -1.8555 -0.3357
H4 -2.7232 -0.6315 1.2405
H5 -1.3856 0.8034 1.5184
H6 -3.2104 -0.3838 -0.8451
H7 -2.2135 1.0334 -1.3288
H8 0.8241 2.2865 -0.3848

=====

Record 2
The following is a quantum chemistry calculation of a molecular structure, C11H22AlO2SSn, from the Open Molecules 2025 dataset.

## Properties
Multiplicity: 1
Kohn-Sham gap: 1.80 eV
HOMO level: -9.51 eV
Net charge: +1
E_tot: -39106.60173 eV

Cartesian coordinates (Å):
C1 -0.7064 -4.0454 0.7871
C2 -0.0484 -3.0805 0.4924
C3 0.5574 -1.7770 0.1669
Al1 -0.8947 -0.4546 -0.3053
C4 -1.9937 -1.0349 -1.9502
C5 -1.0017 -1.6855 -2.9227
C6 -0.2292 -0.5940 -3.6806
S1 1.3648 -1.2623 -4.3118
C7 -2.2474 -0.2610 1.2772
O1 -1.6636 0.3776 2.3545
C8 -1.3839 1.7789 2.1207
C9 0.1198 2.0163 1.9926
O2 0.7212 2.3760 3.2110
C10 1.9277 3.0907 3.0373
C11 3.0181 2.3571 2.2443
H1 -1.3434 -4.8402 1.0896
H2 1.2404 -1.9806 -0.6752
H3 1.1879 -1.4712 1.0087
H4 -0.3199 1.0026 -0.6824
H5 -2.4560 -0.1591 -2.4209
H6 -2.7686 -1.7128 -1.5827
H7 -0.2609 -2.2909 -2.3823
H8 -1.5215 -2.3588 -3.6180
H9 -0.8022 -0.2334 -4.5365
H10 0.0253 0.2249 -3.0018
H11 1.6055 -2.4240 -3.6464
H12 -2.4853 -1.2767 1.6180
H13 -3.1654 0.2649 0.9705
H14 -1.8361 2.0168 1.1534
H15 -1.8604 2.3592 2.9131
H16 0.2871 2.7473 1.1878
H17 0.5737 1.0691 1.6661
H18 1.7701 4.1060 2.6427
H19 2.3253 3.2433 4.0457
H20 2.6758 1.8952 1.3152
H21 3.7591 3.1130 1.9524
H22 3.5729 1.6331 2.8456
Sn1 2.2564 -2.7295 -6.3761

=====

Record 3
The following is a quantum chemistry calculation of a molecular structure, C40H41AsN8O4ReS, from the Open Molecules 2025 dataset.

## Properties
⟨S²⟩: 3.770
Multiplicity: 4
Kohn-Sham gap (alpha / beta): 6.24 / 5.24 eV
HOMO level (alpha / beta): -12.68 / -12.66 eV
Net charge: +2
E_tot: -136048.19389 eV

Cartesian coordinates (Å):
Re1 -0.7401 0.4811 0.0055
C1 5.6293 -0.6744 2.5835
C2 4.1315 -0.7398 2.6404
C3 3.4380 -1.7636 1.9922
C4 2.0610 -1.8535 2.0869
C5 1.3720 -0.9017 2.8243
C6 2.0363 0.1194 3.4835
C7 3.4150 0.2011 3.3798
S1 -0.3642 -1.0964 3.0732
O1 -0.7228 -0.4423 4.2926
O2 -0.6881 -2.4814 2.8878
N1 -1.1650 -0.2714 1.8338
C8 -2.5902 -0.3104 2.1586
C9 -3.3283 0.7556 1.3652
O3 -4.3908 1.1948 1.7058
O4 -2.6822 1.1059 0.2696
H1 6.0103 -1.1178 1.6641
H2 6.0459 -1.2426 3.4173
H3 5.9912 0.3496 2.6680
H4 3.9888 -2.5098 1.4325
H5 1.5057 -2.6704 1.6414
H6 1.4661 0.8121 4.0900
H7 3.9457 0.9794 3.9146
H8 -2.7557 -0.1741 3.2271
H9 -3.0248 -1.2822 1.8827
C10 3.2273 -0.5027 -1.6463
C11 4.0452 0.4746 -1.0986
C12 3.4769 1.3777 -0.2177
C13 2.1392 1.2689 0.1314
N2 1.3456 0.2943 -0.3858
C14 1.9001 -0.5391 -1.2821
C15 1.4637 2.2213 1.0184
C16 2.1213 3.1640 1.7948
C17 1.3909 3.9615 2.6589
C18 0.0145 3.7944 2.7196
C19 -0.5795 2.8676 1.8896
N3 0.1210 2.1031 1.0425
H10 3.6031 -1.2140 -2.3671
H11 5.0860 0.5488 -1.3811
H12 4.0648 2.1943 0.1728
H13 1.2358 -1.2423 -1.7626
H14 3.1959 3.2548 1.7530
H15 1.8828 4.6984 3.2784
H16 -0.5948 4.3766 3.3950
H17 -1.6508 2.7286 1.9002
C20 -2.2978 5.4479 0.4345
As1 -2.2665 3.9508 -0.8420
C21 -4.0226 4.2132 -1.6675
C22 -1.1378 4.8238 -2.2089
H18 -2.7121 6.3250 -0.0626
H19 -1.2839 5.6806 0.7599
H20 -2.9103 5.2180 1.3058
H21 -4.1747 5.2726 -1.8732
H22 -4.8008 3.8645 -0.9900
H23 -4.0976 3.6580 -2.6028
H24 -1.4544 5.8601 -2.3271
H25 -1.2190 4.3191 -3.1719
H26 -0.0929 4.8050 -1.8982
C23 -3.3808 -2.8858 -1.2833
C24 -2.8392 -1.6642 -0.9282
N4 -1.5273 -1.4920 -0.7117
C25 -0.7370 -2.5733 -0.8034
C26 -1.1904 -3.8314 -1.1684
C27 -2.5516 -3.9807 -1.4330
C28 -0.2288 -4.9448 -1.3702
C29 0.0545 -5.9325 -0.5114
C30 -0.5291 -6.1099 0.8346
C31 -0.2027 -7.2214 1.6097
C32 -0.8469 -7.3351 2.8347
N5 -1.7090 -6.4275 3.2584
C33 -1.9431 -5.3878 2.4766
N6 -1.3962 -5.2037 1.2850
H27 -4.4455 -2.9689 -1.4472
H28 -3.4788 -0.8035 -0.7994
H29 0.3037 -2.4424 -0.5449
H30 -2.9475 -4.9448 -1.7215
H31 0.2553 -4.9360 -2.3408
H32 0.7579 -6.6991 -0.8098
H33 0.5060 -7.9623 1.2679
H34 -0.6789 -8.1803 3.4917
H35 -2.6375 -4.6364 2.8276
N7 -2.0888 1.0809 -3.9517
C34 -2.1334 0.9947 -2.6198
N8 -0.9458 1.1616 -2.0602
C35 -0.0665 1.4338 -3.1144
C36 1.2742 1.8161 -3.1424
C37 1.8636 2.0068 -4.3750
C38 1.1498 1.8528 -5.5696
C39 -0.1927 1.5416 -5.5609
C40 -0.7833 1.3517 -4.3182
H36 -2.8670 0.9674 -4.5822
H37 -3.0437 0.8370 -2.0665
H38 1.8280 2.0054 -2.2360
H39 2.9051 2.2941 -4.4216
H40 1.6572 2.0157 -6.5097
H41 -0.7669 1.4675 -6.4741

=====

Record 4
The following is a quantum chemistry calculation of 3 unconnected molecules or ions with the total composition C14H34N2O7S, from the Open Molecules 2025 dataset.

## Properties
Multiplicity: 1
Kohn-Sham gap: 9.04 eV
HOMO level: -8.78 eV
E_tot: -43212.08909 eV

Cartesian coordinates (Å):
C1 -3.5945 -2.1836 3.3641
C2 -2.7746 -3.5440 3.7487
C3 -1.2745 -3.0359 4.1103
O1 -0.2601 -4.0627 3.9097
C4 1.0220 -3.4737 4.0384
O2 1.4561 -3.3029 5.2112
O3 1.8885 -3.1135 2.9834
C5 1.1917 -2.8238 1.7501
C6 0.8702 -1.2374 1.5595
S1 0.1289 -0.8641 -0.1147
O4 -1.3648 -1.1311 -0.1649
O5 0.3538 0.6308 -0.3211
H1 -3.8934 -2.1987 2.2546
H2 -4.5105 -2.0601 4.0514
H3 -2.9517 -1.2368 3.5339
H4 -2.6749 -4.2310 2.8460
H5 -3.3082 -4.0035 4.6442
H6 -1.2390 -2.5255 5.1361
H7 -1.0549 -2.2028 3.3413
H8 0.2813 -3.4821 1.5412
H9 1.9413 -3.0636 0.9010
H10 1.8393 -0.6366 1.6610
H11 0.1394 -0.8326 2.3345
H12 0.8253 -1.5496 -1.1117
C7 3.2606 -0.1760 -6.2604
O6 3.1840 0.1584 -4.8844
C8 1.8782 0.0629 -4.3249
C9 1.4441 -1.3704 -3.9556
C10 1.0517 -2.2226 -5.1595
N1 2.4906 -2.0714 -3.1968
H13 2.3668 0.1334 -6.8099
H14 3.4323 -1.2470 -6.3805
H15 4.1235 0.3420 -6.6861
H16 1.9109 0.6521 -3.4029
H17 1.1424 0.5500 -4.9765
H18 0.5564 -1.2879 -3.3173
H19 1.9164 -2.5934 -5.7126
H20 0.4863 -3.1006 -4.8336
H21 0.4190 -1.6585 -5.8502
H22 2.6705 -1.5547 -2.3367
H23 3.3608 -1.9745 -3.7210
C11 0.0448 6.0111 1.2787
O7 0.4562 4.6750 1.0458
C12 -0.2536 3.6983 1.8014
C13 -1.6369 3.3249 1.2292
C14 -2.7104 4.3810 1.4813
N2 -1.5685 3.0512 -0.2111
H24 -0.2456 6.1772 2.3203
H25 -0.7723 6.2779 0.6063
H26 0.8861 6.6688 1.0461
H27 0.3720 2.8004 1.7792
H28 -0.3227 4.0012 2.8543
H29 -1.9618 2.4086 1.7351
H30 -2.6274 5.2351 0.8069
H31 -3.7053 3.9534 1.3267
H32 -2.6644 4.7507 2.5101
H33 -0.9329 2.2686 -0.3628
H34 -1.0885 3.8394 -0.6468

=====

Record 5
The following is a quantum chemistry calculation of a molecular structure, CrH12O6, from the Open Molecules 2025 dataset.

## Properties
⟨S²⟩: 6.004
Multiplicity: 5
Kohn-Sham gap (alpha / beta): 7.97 / 13.29 eV
HOMO level (alpha / beta): -15.26 / -20.58 eV
Net charge: +2
E_tot: -40886.79148 eV

Cartesian coordinates (Å):
Cr1 -0.0004 -0.1074 -0.0645
O1 -0.9864 -1.8694 -0.3995
H1 -1.1924 -2.5614 0.3345
H2 -1.7224 -1.9424 -0.9515
O2 -0.4424 0.4546 -1.9765
H3 0.2716 0.7606 -2.5415
H4 -1.1834 0.9776 -2.2495
O3 1.0696 1.6376 0.1465
H5 0.8976 2.5386 -0.2035
H6 1.9386 1.6266 0.5925
O4 1.8026 -0.9674 -0.7385
H7 2.4516 -0.3394 -1.0825
H8 2.2656 -1.5184 -0.0875
O5 0.2686 -0.5574 1.9065
H9 -0.3344 -1.1094 2.4395
H10 0.7816 -0.1064 2.5985
O6 -1.7494 0.9576 0.4185
H11 -1.6774 1.6996 1.0515
H12 -2.4594 0.4266 0.8065

=====

Record 6
The following is a quantum chemistry calculation of a molecular structure, C23H48IN5O8, from the Open Molecules 2025 dataset.

## Properties
Multiplicity: 1
Kohn-Sham gap: 6.37 eV
HOMO level: -8.62 eV
E_tot: -56551.33746 eV

Cartesian coordinates (Å):
O1 2.5089 -0.2103 -3.3879
C1 2.3825 -0.0415 -2.1358
O2 1.4787 0.9496 -1.5914
I1 -0.2222 0.0015 -0.9435
C2 3.2262 -0.9035 -1.0946
C3 4.1602 -2.1143 -1.4678
C4 4.8769 -2.8611 -0.2919
N1 4.7079 -2.4302 1.0952
C5 3.8681 -1.3271 1.5035
C6 3.6477 -0.8789 3.0471
O3 3.7597 0.3413 3.4125
O4 3.2844 -1.9242 3.9029
C7 3.0957 -0.5240 0.4156
H1 4.3110 -2.4300 -2.5612
H2 5.5342 -3.7609 -0.5606
H3 5.2042 -2.9896 1.8160
H4 2.3973 0.3337 0.7210
C8 -3.5092 1.3175 4.0349
C9 -4.2141 -0.0227 3.8488
C10 -3.3485 -1.0961 3.1552
O5 -3.1896 -0.9123 1.7476
C11 -2.2379 0.0714 1.3896
N2 -5.4774 0.2001 3.1320
H5 -3.4791 1.9116 3.1182
H6 -4.0340 1.9211 4.7801
H7 -2.4810 1.1771 4.3839
H8 -4.4546 -0.3997 4.8505
H9 -3.8532 -2.0602 3.2686
H10 -2.3710 -1.1979 3.6405
H11 -1.3874 0.0926 2.0767
H12 -2.7146 1.0521 1.3374
H13 -1.8661 -0.1635 0.3833
H14 -6.0002 -0.6739 3.1100
H15 -5.2462 0.3672 2.1524
C12 1.3143 -4.6413 -4.5078
C13 2.6339 -5.3531 -4.2256
C14 2.5428 -6.8923 -4.2827
O6 1.9072 -7.4891 -3.1548
C15 0.4904 -7.4158 -3.1703
N3 3.1560 -4.8914 -2.9315
H16 0.6369 -4.6489 -3.6508
H17 1.4952 -3.5910 -4.7527
H18 0.7948 -5.0966 -5.3568
H19 3.3385 -5.0417 -5.0068
H20 3.5625 -7.2899 -4.2877
H21 2.0722 -7.2320 -5.2125
H22 0.0842 -7.5097 -4.1815
H23 0.1586 -6.4844 -2.7086
H24 0.1023 -8.2359 -2.5630
H25 4.0893 -5.2789 -2.7989
H26 2.6015 -5.3423 -2.2021
C16 -6.8435 2.8887 -1.7909
C17 -5.6439 2.4775 -0.9430
C18 -4.2789 2.7916 -1.5901
O7 -3.9111 1.9116 -2.6495
C19 -4.5476 2.1824 -3.8876
N4 -5.7652 1.0521 -0.6063
H27 -7.0491 2.1873 -2.6026
H28 -7.7466 2.9268 -1.1759
H29 -6.6956 3.8816 -2.2278
H30 -5.6994 3.0528 -0.0103
H31 -3.5067 2.6660 -0.8243
H32 -4.2217 3.8352 -1.9208
H33 -4.6951 3.2541 -4.0494
H34 -5.4993 1.6513 -3.9432
H35 -3.9124 1.7949 -4.6868
H36 -5.0275 0.8074 0.0527
H37 -5.5255 0.5209 -1.4446
C20 2.4034 5.1808 1.7321
C21 3.0307 3.9311 2.3431
C22 3.5635 4.1331 3.7780
O8 4.7868 4.8636 3.8562
C23 4.6428 6.2674 3.7225
N5 4.0813 3.4366 1.4427
H38 3.1469 5.8959 1.3728
H39 1.7871 4.9123 0.8695
H40 1.7598 5.6925 2.4551
H41 2.2420 3.1701 2.3948
H42 3.7839 3.1468 4.1970
H43 2.8046 4.5844 4.4282
H44 3.7191 6.6324 4.1812
H45 4.6855 6.5496 2.6689
H46 5.4896 6.7438 4.2211
H47 4.4183 2.5409 1.7949
H48 4.8861 4.0558 1.5476

=====

Max |F| across the listed records, respectively: 4.715 1.996 2.462 6.476 4.442 6.994 eV Å⁻¹.